Density functional theory data (ωB97M-V/def2-TZVPD) for a structure of composition C29H40AlBN12O6S2.

Computed properties:
Total charge: +1
LUMO level (alpha / beta) (hartree): -0.0990 / -0.1340
<S²>: 0.77
Kohn-Sham gap (alpha / beta) (eV): 7.89 / 7.36
2S+1: 2
Calculated total energy (eV): -89833.4253

```
91
Properties=species:S:1:pos:R:3:lowdin_charge:R:1
Al 0.60 -0.15 -0.10 0.241
C 0.24 3.69 -0.27 0.000
C 1.12 2.95 0.68 -0.278
C 1.93 3.49 1.68 0.023
C 2.59 2.41 2.24 -0.012
N 2.19 1.31 1.61 0.053
N 1.28 1.61 0.66 0.083
B 2.64 -0.16 1.68 -0.616
N 1.23 -0.95 1.66 0.030
C 0.59 -1.45 2.94 -0.546
C 0.72 -2.90 2.79 0.002
C 1.00 -3.18 1.46 -0.320
C 1.01 -4.50 0.76 0.000
N 1.29 -2.08 0.79 0.121
N 3.25 -0.50 0.27 0.054
C 4.50 -0.65 -0.16 -0.023
C 4.54 -0.46 -1.52 0.021
C 3.22 -0.19 -1.89 -0.274
C 2.72 0.14 -3.25 -0.011
N 2.45 -0.23 -0.81 0.091
N 3.64 -0.39 2.76 0.015
C 4.86 0.20 2.88 -0.101
C 5.30 0.02 4.17 -0.006
C 4.26 -0.69 4.81 -0.333
C 4.17 -1.13 6.23 -0.023
N 3.28 -0.93 3.97 0.129
H -0.79 3.73 0.09 0.076
H 0.25 3.23 -1.26 0.081
H 0.60 4.71 -0.37 0.094
H 2.02 4.52 1.95 0.117
H 3.29 2.35 3.05 0.138
H 1.13 -1.03 3.79 0.099
H 0.47 -3.60 3.57 0.130
H 0.31 -5.19 1.21 0.088
H 2.00 -4.94 0.81 0.093
H 0.76 -4.36 -0.29 0.082
H 5.29 -0.89 0.54 0.128
H 5.40 -0.52 -2.17 0.116
H 3.47 0.72 -3.78 0.097
H 1.81 0.75 -3.20 0.076
H 2.52 -0.75 -3.84 0.088
H 5.32 0.74 2.07 0.122
H 6.23 0.35 4.59 0.107
H 5.15 -1.40 6.63 0.079
H 3.51 -1.99 6.32 0.078
H 3.77 -0.34 6.86 0.085
O -5.70 2.61 -4.53 -0.018
C -4.94 3.68 -4.07 -0.233
N -4.34 3.40 -2.77 0.112
C -3.49 2.37 -2.64 -0.430
O -3.15 1.68 -3.60 0.043
C -2.95 2.07 -1.27 -0.090
C -3.53 2.48 -0.07 0.032
C -2.89 2.17 1.12 0.017
C -1.71 1.45 1.06 -0.096
N -1.21 0.96 -0.08 0.076
C -1.81 1.30 -1.22 -0.054
H -5.08 1.90 -4.74 0.078
H -5.60 4.53 -3.94 0.135
H -4.14 3.94 -4.77 0.134
H -4.56 3.99 -1.98 0.136
H -4.45 3.04 -0.05 0.125
H -3.25 2.49 2.08 0.122
H -1.13 1.27 1.94 0.026
H -1.38 0.97 -2.15 0.118
C -0.29 -0.88 -4.00 -0.011
N -1.38 -1.49 -3.27 -0.047
C -2.55 -1.86 -4.06 -0.127
C -3.78 -1.95 -3.19 -0.134
C -3.46 -2.81 -1.99 -0.125
N -2.31 -2.26 -1.29 -0.041
C -2.30 -2.47 0.15 -0.019
C -1.32 -1.62 -1.94 -0.374
O -0.29 -1.17 -1.33 0.038
H -0.55 0.13 -4.32 0.107
H -0.08 -1.48 -4.89 0.112
H 0.61 -0.86 -3.39 0.044
H -2.35 -2.80 -4.57 0.138
H -2.67 -1.08 -4.82 0.130
H -4.61 -2.38 -3.75 0.131
H -4.07 -0.95 -2.86 0.118
H -3.25 -3.85 -2.28 0.141
H -4.29 -2.83 -1.28 0.134
H -3.07 -1.87 0.63 0.101
H -1.35 -2.22 0.57 0.028
H -2.51 -3.53 0.35 0.111
O -0.75 0.37 5.59 -0.321
S -1.18 0.72 4.27 0.247
O -2.57 1.07 4.08 -0.362
O -0.25 1.51 3.49 -0.377
S -1.19 -1.16 3.15 0.834
```

Density functional theory data (ωB97M-V/def2-TZVPD) for a structure of composition C23H37N2O2P3Ru in a non-equilibrium geometry.

Computed properties:
Total charge: +4
LUMO level (alpha / beta) (hartree): -0.4846 / -0.6121
<S²>: 6.06
Kohn-Sham gap (alpha / beta) (eV): 6.84 / 4.75
2S+1: 5
Calculated total energy (eV): -61923.3740

```
68
Properties=species:S:1:pos:R:3:lowdin_charge:R:1
P 2.64 -0.69 0.01 0.841
C 3.46 -0.98 1.67 -0.252
H 4.55 -1.00 1.56 0.090
H 3.15 -1.93 2.12 0.080
H 3.24 -0.17 2.40 0.037
C 3.39 -2.23 -0.72 -0.240
H 3.41 -2.22 -1.82 0.041
H 2.85 -3.13 -0.40 0.063
H 4.44 -2.34 -0.38 0.084
C 3.85 0.63 -0.49 -0.231
H 4.88 0.23 -0.48 0.085
H 3.83 1.48 0.21 0.058
H 3.67 1.04 -1.50 0.044
P -0.72 2.59 -0.46 0.819
C -0.80 3.73 1.01 -0.238
H -1.32 4.67 0.74 0.091
H 0.20 4.02 1.36 0.059
H -1.35 3.30 1.86 0.051
C 0.20 3.83 -1.50 -0.223
H 0.12 3.64 -2.58 0.042
H 1.27 3.86 -1.23 0.066
H -0.21 4.85 -1.34 0.086
C -2.49 2.89 -0.95 -0.229
H -2.66 3.97 -1.13 0.086
H -3.18 2.58 -0.14 0.058
H -2.80 2.35 -1.86 0.044
P -1.91 -1.94 0.02 0.852
C -2.80 -2.29 1.61 -0.251
H -3.36 -3.23 1.56 0.089
H -3.51 -1.49 1.87 0.073
H -2.10 -2.41 2.47 0.051
C -3.50 -1.95 -0.96 -0.227
H -4.18 -2.74 -0.60 0.083
H -3.34 -2.14 -2.04 0.042
H -4.03 -0.99 -0.86 0.063
C -1.32 -3.70 -0.17 -0.239
H -2.18 -4.40 -0.18 0.082
H -0.68 -3.99 0.68 0.062
H -0.74 -3.88 -1.08 0.039
Ru -0.03 0.10 0.12 0.688
C 1.10 1.29 1.26 -0.312
O 1.69 1.97 2.03 0.152
C -1.59 0.58 1.23 -0.307
O -2.44 0.91 2.01 0.122
C -1.29 -0.33 -3.36 -0.006
C -0.63 -1.55 -3.30 -0.019
C 0.76 -1.59 -3.15 0.034
C 1.49 -0.44 -3.36 -0.004
C 0.85 0.80 -3.42 -0.015
C -0.53 0.83 -3.57 0.024
H -2.35 -0.27 -3.48 0.133
H -1.16 -2.45 -3.44 0.124
H 1.23 -2.55 -3.10 0.142
H 2.53 -0.48 -3.55 0.128
H 1.44 1.68 -3.58 0.130
H -1.02 1.70 -3.90 0.135
N 3.04 0.20 6.05 0.335
C 2.16 0.02 5.40 -0.068
C 0.93 -0.19 4.67 -0.055
C -0.28 -0.02 5.27 0.110
C -1.36 -0.35 4.49 0.140
C -1.04 -0.77 3.22 -0.290
N -0.09 -0.85 2.48 0.095
C 0.98 -0.56 3.30 0.051
H -0.50 0.33 6.24 0.162
H -2.37 -0.19 4.78 0.163
H -2.07 -0.79 2.86 0.057
H 1.87 -0.41 2.73 0.016
```

Density functional theory data (ωB97M-V/def2-TZVPD) for a cluster of 7 separate species, C19H46BF7N5O7 in total in a non-equilibrium geometry.

Computed properties:
Total charge: +3
LUMO level (hartree): -0.2624
Kohn-Sham gap (eV): 9.39
2S+1: 1
Calculated total energy (eV): -61910.9781

```
85
Properties=species:S:1:pos:R:3:lowdin_charge:R:1
C -1.59 -2.86 -5.27 0.032
C -2.36 -3.84 -4.45 -0.405
O -2.00 -4.92 -4.18 0.233
N -3.62 -3.28 -3.81 0.094
H -3.93 -2.41 -4.25 0.166
H -4.34 -4.00 -3.93 0.190
C -3.49 -3.03 -2.30 0.050
H -1.10 -2.09 -4.66 0.086
H -2.26 -2.33 -5.95 0.095
H -0.88 -3.35 -5.93 0.110
H -3.33 -4.01 -1.87 0.105
H -4.39 -2.55 -1.93 0.117
H -2.64 -2.37 -2.18 0.092
C -0.53 5.02 1.50 0.037
C -0.39 3.66 2.15 -0.390
O -1.19 3.28 2.93 0.199
N 0.82 2.81 1.84 0.098
H 0.70 2.49 0.86 0.128
H 1.65 3.40 1.85 0.176
C 1.02 1.74 2.87 0.010
H -1.53 5.42 1.63 0.108
H -0.26 4.92 0.44 0.074
H 0.15 5.77 1.89 0.110
H 0.28 0.96 2.71 0.095
H 0.88 2.18 3.85 0.114
H 2.01 1.30 2.76 0.093
C -0.66 3.60 -5.35 0.050
C -0.28 3.47 -3.90 -0.383
O 0.69 3.92 -3.39 0.163
N -1.12 2.58 -2.98 0.076
H -1.64 1.97 -3.61 0.167
H -0.44 2.06 -2.39 0.105
C -2.01 3.40 -2.07 0.045
H 0.21 3.10 -5.79 0.119
H -0.77 4.59 -5.77 0.115
H -1.50 2.99 -5.69 0.093
H -2.52 2.65 -1.46 0.110
H -2.80 3.80 -2.70 0.112
H -1.41 4.12 -1.53 0.088
C -1.09 -2.24 4.55 0.033
C -0.69 -3.40 5.46 -0.380
O 0.36 -3.91 5.49 0.205
N -1.75 -3.83 6.49 0.104
H -2.51 -3.15 6.39 0.173
H -2.12 -4.75 6.26 0.199
C -1.13 -3.76 7.86 0.021
H -0.82 -1.36 5.14 0.106
H -2.12 -2.30 4.19 0.100
H -0.46 -2.22 3.66 0.062
H -0.60 -2.83 8.05 0.113
H -0.39 -4.55 7.97 0.112
H -1.90 -3.85 8.62 0.111
C 4.70 0.71 0.13 0.039
C 4.46 1.38 -1.20 -0.414
O 4.98 1.15 -2.22 0.214
N 3.49 2.55 -1.09 0.083
H 2.50 2.21 -1.06 0.116
H 3.66 3.01 -0.20 0.160
C 3.75 3.57 -2.18 0.018
H 5.45 1.26 0.70 0.113
H 5.16 -0.25 -0.08 0.115
H 3.77 0.63 0.69 0.064
H 4.79 3.88 -2.20 0.115
H 3.11 4.43 -1.99 0.095
H 3.40 3.13 -3.11 0.099
C 0.64 0.24 -0.83 -0.423
O 1.33 -0.11 0.38 -0.129
O 0.73 1.60 -0.91 -0.229
C 1.16 -0.54 -2.05 -0.546
F 2.51 -0.54 -2.08 0.156
F 0.75 -1.81 -2.05 0.171
F 0.69 0.03 -3.19 0.117
C 1.47 -1.49 0.77 -0.214
C 1.93 -1.53 2.22 -0.050
H 2.97 -1.21 2.21 0.076
H 1.26 -0.96 2.86 0.042
H 1.95 -2.53 2.65 0.093
H 2.21 -1.97 0.12 0.122
H 0.57 -2.10 0.60 0.115
H -0.39 -0.09 -0.65 0.163
B -2.25 -3.32 0.74 -1.279
F -1.46 -3.57 1.91 0.072
F -2.81 -2.04 0.79 0.093
F -1.45 -3.45 -0.40 0.086
F -3.23 -4.32 0.68 0.111
```

Density functional theory data (ωB97M-V/def2-TZVPD) for a structure of composition C19H47NO17S5 in a non-equilibrium geometry.

Computed properties:
LUMO level (hartree): 0.0161
Kohn-Sham gap (eV): 10.64
2S+1: 1
Calculated total energy (eV): -110936.6316

```
89
Properties=species:S:1:pos:R:3:lowdin_charge:R:1
C -7.73 3.03 3.35 -0.101
C -7.11 2.58 2.02 -0.246
C -7.96 1.56 1.27 -0.186
C -8.35 0.35 2.09 -0.166
O -7.26 -0.28 2.78 -0.018
C -6.28 -0.78 2.01 -0.349
O -6.52 -2.14 1.52 -0.123
S -5.12 -2.61 0.91 0.636
O -4.79 -3.93 1.27 -0.201
O -5.07 -2.23 -0.46 -0.243
O -4.16 -1.55 1.71 -0.133
C -4.97 -0.99 2.77 -0.520
C -4.37 0.22 3.44 0.023
N -5.13 -2.10 3.72 0.117
H -7.23 3.94 3.68 0.072
H -8.78 3.26 3.23 0.078
H -7.58 2.28 4.12 0.069
H -7.04 3.47 1.39 0.108
H -6.09 2.23 2.16 0.090
H -7.41 1.24 0.38 0.106
H -8.89 2.01 0.91 0.122
H -9.03 0.67 2.88 0.124
H -8.90 -0.37 1.49 0.132
H -6.06 -0.22 1.09 0.159
H -3.85 0.85 2.71 0.099
H -5.15 0.83 3.89 0.085
H -3.67 -0.08 4.22 0.091
H -5.58 -1.79 4.57 0.101
H -4.20 -2.44 3.93 0.103
O -1.87 -1.19 -5.26 -0.267
S -2.34 0.16 -5.19 0.568
O -1.69 1.10 -4.34 -0.283
O -3.89 0.15 -4.87 -0.262
C -4.33 -0.63 -3.72 -0.232
C -4.06 0.06 -2.40 -0.066
C -2.46 0.83 -6.81 -0.119
H -3.87 -1.62 -3.76 0.118
H -5.40 -0.76 -3.87 0.124
H -2.99 0.11 -2.20 0.074
H -4.53 -0.51 -1.60 0.043
H -4.44 1.08 -2.41 0.086
H -2.99 0.13 -7.45 0.075
H -1.44 0.97 -7.17 0.076
H -2.97 1.78 -6.76 0.075
O 3.72 3.59 -2.54 -0.283
S 2.56 4.42 -2.37 0.566
O 2.00 4.58 -1.06 -0.273
O 1.44 3.93 -3.37 -0.259
C 1.11 2.52 -3.38 -0.239
C 0.24 2.11 -2.22 -0.081
C 2.84 6.00 -3.08 -0.121
H 2.03 1.94 -3.42 0.113
H 0.58 2.36 -4.32 0.107
H 0.78 2.18 -1.27 0.072
H -0.09 1.08 -2.35 0.070
H -0.64 2.75 -2.15 0.087
H 3.23 5.87 -4.09 0.074
H 3.57 6.51 -2.46 0.077
H 1.90 6.55 -3.09 0.075
O 6.40 -2.22 -0.34 -0.284
S 6.27 -1.79 -1.70 0.567
O 7.29 -1.00 -2.29 -0.271
O 4.86 -1.07 -1.87 -0.260
C 4.53 -0.02 -0.94 -0.235
C 5.22 1.29 -1.26 -0.077
C 5.94 -3.18 -2.73 -0.121
H 4.74 -0.35 0.07 0.114
H 3.45 0.09 -1.03 0.119
H 6.29 1.22 -1.10 0.076
H 4.82 2.08 -0.63 0.079
H 5.06 1.57 -2.30 0.068
H 5.13 -3.75 -2.29 0.075
H 6.85 -3.77 -2.77 0.076
H 5.67 -2.82 -3.72 0.075
O 8.07 -5.46 4.44 -0.277
S 8.03 -4.20 5.12 0.559
O 6.78 -3.55 5.34 -0.275
O 9.04 -3.21 4.40 -0.267
C 8.91 -3.04 2.96 -0.241
C 7.76 -2.14 2.57 -0.072
C 8.90 -4.32 6.64 -0.125
H 8.82 -4.02 2.49 0.114
H 9.85 -2.61 2.65 0.121
H 6.80 -2.60 2.80 0.077
H 7.79 -1.94 1.50 0.054
H 7.81 -1.20 3.11 0.087
H 9.87 -4.78 6.46 0.073
H 8.30 -4.94 7.30 0.075
H 9.01 -3.32 7.06 0.074
```

Density functional theory data (ωB97M-V/def2-TZVPD) for the molecule C16H16N2O4 in a non-equilibrium geometry.

Computed properties:
LUMO level (hartree): 0.0065
Kohn-Sham gap (eV): 8.85
2S+1: 1
Calculated total energy (eV): -28022.7359
SMILES: CCOC(=O)[C@@H](CC)n1cnc2c(oc3ccccc32)c1=O

```
38
Properties=species:S:1:pos:R:3:lowdin_charge:R:1
C 3.19 3.35 -1.32 -0.062
C 2.92 2.61 -0.03 -0.200
O 2.41 1.30 -0.33 -0.002
C 2.93 0.27 0.32 -0.473
O 3.89 0.30 1.04 0.132
C 2.23 -1.03 -0.11 -0.176
C 2.54 -2.16 0.88 -0.178
C 2.04 -3.51 0.38 -0.088
N 0.80 -0.80 -0.22 0.061
C 0.09 -1.25 -1.28 -0.126
N -1.18 -1.12 -1.46 0.149
C -1.83 -0.46 -0.47 -0.144
C -1.20 0.05 0.65 -0.081
O -2.06 0.67 1.49 0.141
C -3.28 0.56 0.91 -0.187
C -4.48 1.05 1.40 0.010
C -5.61 0.83 0.64 -0.077
C -5.56 0.15 -0.58 -0.086
C -4.37 -0.34 -1.07 -0.008
C -3.22 -0.13 -0.32 -0.086
C 0.22 -0.09 0.85 -0.323
O 0.90 0.31 1.77 0.115
H 3.96 2.84 -1.90 0.078
H 3.54 4.36 -1.09 0.077
H 2.29 3.42 -1.92 0.076
H 3.83 2.50 0.57 0.120
H 2.16 3.12 0.57 0.131
H 2.61 -1.29 -1.11 0.166
H 3.62 -2.18 1.02 0.121
H 2.09 -1.91 1.84 0.122
H 2.28 -4.28 1.11 0.074
H 2.51 -3.77 -0.57 0.075
H 0.96 -3.50 0.23 0.069
H 0.65 -1.77 -2.05 0.139
H -4.52 1.58 2.34 0.119
H -6.57 1.20 0.99 0.104
H -6.47 0.00 -1.13 0.101
H -4.32 -0.87 -2.01 0.116
```